No. 1
ORCA calculation (the ωB97M-V functional and the def2-TZVPD basis) on a cluster of 8 separate species, C39H99F3N15O14P5 in total at a distorted geometry.

Summary:
- Kohn-Sham gap (eV) = 7.980
- SMILES = CN(C)P(=O)(N(C)C)N(C)C.CN(C)P(=O)(N(C)C)N(C)C.CN(C)P(=O)(N(C)C)N(C)C.CN(C)P(=O)(N(C)C)N(C)C.CN(C)P(=O)(N(C)C)N(C)C.O=C1OC[C@@H](F)O1.O=C1OC[C@@H](F)O1.O=C1OC[C@@H](F)O1
- energy relative to the best compared isomer or geometry (same formula, charge and spin) (kcal/mol) = 221.4
- HOMO level (eV) = -7.936

The geometry in XYZ format:
```
175
C39H99F3N15O14P5 (the ωB97M-V functional and the def2-TZVPD basis)
C -0.9054 9.9998 2.2515
N -0.4041 9.7239 0.9202
C 1.0233 10.0371 0.6852
P -1.3406 8.8505 -0.2718
O -2.6431 8.4224 0.2828
N -1.5602 9.7544 -1.6404
C -2.6018 9.2492 -2.5845
C -1.0447 11.1495 -1.9131
N -0.3303 7.5223 -0.7167
C -0.6277 6.2575 -0.0104
C 0.6290 7.4955 -1.7946
H -1.0840 11.0694 2.3609
H -0.2185 9.6013 2.9982
H -1.7492 9.3099 2.2400
H 1.1395 10.5287 -0.2807
H 1.7434 9.2189 0.6699
H 1.4238 10.5536 1.5575
H -2.7525 9.9430 -3.4116
H -2.2990 8.3171 -3.0615
H -3.4900 8.9065 -2.0536
H -0.9663 11.7740 -1.0232
H -0.0191 11.0000 -2.2509
H -1.5243 11.6113 -2.7761
H -1.7119 6.3009 -0.1142
H -0.1327 5.3550 -0.3688
H -0.1024 6.2838 0.9443
H 1.2669 6.6165 -1.7025
H 1.3745 8.2749 -1.6373
H 0.2796 7.4893 -2.8271
C 5.0989 -11.1216 2.5538
N 3.6795 -10.7357 2.4940
C 3.1175 -11.1839 1.2122
P 3.0555 -9.3383 3.2861
O 3.2393 -8.0009 2.6967
N 1.4453 -9.8728 3.4346
C 0.4087 -9.1369 2.5856
C 0.9742 -11.0442 4.1616
N 3.5939 -9.3586 4.8513
C 3.8694 -10.5675 5.6461
C 3.3579 -8.2175 5.7137
H 5.1574 -11.9771 3.2267
H 5.6807 -10.2950 2.9618
H 5.6422 -11.3956 1.6494
H 3.1385 -12.2712 1.2862
H 3.6472 -10.7284 0.3755
H 2.0948 -10.8105 1.1606
H -0.4324 -9.6744 2.1476
H 0.0797 -8.3872 3.3052
H 1.0027 -8.4659 1.9652
H 1.4598 -11.8432 3.6014
H 1.3370 -11.0056 5.1887
H -0.1118 -10.9882 4.0866
H 3.7372 -11.4569 5.0301
H 4.8227 -10.5305 6.1734
H 3.1297 -10.5501 6.4465
H 2.9625 -8.4502 6.7024
H 2.5793 -7.5698 5.3108
H 4.3563 -7.8830 5.9955
C -2.6488 1.5584 10.6879
N -3.5502 2.3146 9.8176
C -4.9461 2.1198 10.2084
P -3.0842 3.1331 8.3472
O -4.2031 3.4485 7.4577
N -2.2121 4.4389 8.8458
C -2.5585 5.8406 8.5403
C -0.9521 4.3657 9.6016
N -1.9502 1.9668 7.6331
C -0.7331 2.4214 7.0462
C -2.4893 0.7536 7.0771
H -2.1847 2.2906 11.3487
H -1.9934 0.9974 10.0216
H -3.1761 0.8971 11.3755
H -5.2084 2.1256 11.2664
H -5.0917 1.0724 9.9441
H -5.5884 2.6791 9.5282
H -3.6376 5.9066 8.6794
H -2.0770 6.5187 9.2449
H -2.3242 6.0515 7.4969
H -0.1496 4.7930 9.0004
H -1.0112 4.8720 10.5651
H -0.6978 3.3119 9.7148
H -0.1112 2.4851 7.9392
H -0.2985 1.7730 6.2854
H -0.9009 3.3931 6.5817
H -2.8718 0.8598 6.0620
H -3.3048 0.4244 7.7210
H -1.8027 -0.0871 7.1767
C 9.3246 2.1834 -4.5841
N 8.1346 2.0374 -5.4646
C 8.4682 2.6453 -6.8317
P 7.1725 0.7481 -5.4845
O 7.8061 -0.3940 -6.2026
N 6.8066 0.5793 -3.8139
C 6.5286 1.7208 -2.8573
C 6.2413 -0.8060 -3.4266
N 5.6285 1.3091 -6.1252
C 4.6501 2.2978 -5.4551
C 5.2398 0.8922 -7.4860
H 10.2670 2.2402 -5.1289
H 9.3742 1.2418 -4.0373
H 9.3031 3.0981 -3.9916
H 8.2917 3.7072 -7.0030
H 7.8558 2.1648 -7.5947
H 9.5261 2.4653 -7.0230
H 5.4792 2.0070 -2.9277
H 6.6245 1.3193 -1.8485
H 7.2150 2.5604 -2.9669
H 5.1700 -0.9032 -3.2504
H 6.5349 -1.4996 -4.2145
H 6.5383 -1.1428 -2.4334
H 4.0594 1.7481 -4.7223
H 5.3165 3.0715 -5.0739
H 4.0917 2.8675 -6.1979
H 4.3075 0.3322 -7.4136
H 5.9676 0.2456 -7.9762
H 5.0872 1.6906 -8.2122
C -5.4480 0.5857 -8.5295
N -6.4178 -0.2827 -7.7100
C -7.0119 -1.3162 -8.5547
P -7.3884 0.5048 -6.5679
O -8.3903 -0.4244 -5.9502
N -6.3890 1.2295 -5.5064
C -6.9032 2.3839 -4.7013
C -5.0085 0.7289 -5.0768
N -7.9407 1.8205 -7.5505
C -7.2062 3.1068 -7.5919
C -9.3499 1.8359 -7.8890
H -4.5646 -0.0056 -8.7708
H -5.0087 1.5084 -8.1503
H -6.0197 0.9401 -9.3872
H -7.7408 -1.9706 -8.0767
H -6.1586 -1.9113 -8.8798
H -7.5458 -0.8118 -9.3602
H -6.0123 2.9921 -4.5450
H -7.6384 2.8831 -5.3325
H -7.2566 1.9773 -3.7537
H -4.7286 -0.2174 -5.5396
H -4.2214 1.4640 -4.9088
H -5.0207 0.3508 -4.0545
H -7.8054 3.8475 -7.0624
H -6.1931 3.1431 -7.1915
H -7.1731 3.7270 -8.4876
H -9.5596 0.9224 -8.4456
H -9.7772 2.6690 -8.4471
H -9.9608 1.9274 -6.9909
O 4.8338 -1.8173 4.8659
C 5.6232 -2.5690 4.3147
O 5.5920 -2.8531 3.0128
C 6.5206 -3.8304 2.7205
C 7.1444 -4.1095 4.0764
F 8.3608 -3.5807 3.9525
O 6.3173 -3.5091 4.9540
H 6.1114 -4.8076 2.4639
H 7.2389 -3.4409 1.9991
H 7.1352 -5.1571 4.3771
O -6.1557 -4.3095 -2.1623
C -5.7351 -5.4441 -2.3983
O -4.6225 -5.9859 -1.8563
C -4.4936 -7.3462 -2.4513
C -5.4751 -7.3617 -3.5605
F -6.1178 -8.5307 -3.5719
O -6.3539 -6.2653 -3.2606
H -3.5115 -7.5989 -2.8510
H -4.6044 -8.1086 -1.6802
H -4.9556 -7.2250 -4.5090
O -2.2338 -0.4577 0.7816
C -1.3825 -1.2056 0.3863
O -1.2373 -2.5418 0.6169
C -0.0247 -2.9755 0.1046
C 0.6466 -1.8786 -0.5832
F 0.8302 -2.0922 -1.9004
O -0.3399 -0.8451 -0.3123
H 0.5726 -3.1715 0.9950
H -0.2026 -3.7895 -0.5981
H 1.6094 -1.7081 -0.1017
```


No. 2
ORCA calculation (the ωB97M-V functional and the def2-TZVPD basis) on a structure of composition C28H28B3CdN4O24 at a distorted geometry.

Summary:
- Kohn-Sham gap (eV) = 9.313
- energy relative to the best compared isomer or geometry (same formula, charge and spin) (kcal/mol) = 18.2
- charge = -1
- HOMO level (eV) = -7.825

The geometry in XYZ format:
```
88
C28H28B3CdN4O24 (the ωB97M-V functional and the def2-TZVPD basis)
Cd 22.4607 5.2319 -14.3459
O 23.8599 4.9177 -23.1246
C 24.0351 4.5872 -21.9939
O 23.1318 4.3326 -21.0691
B 23.7659 3.9941 -19.8042
O 25.2142 3.9136 -20.1131
C 25.4205 4.3890 -21.3383
O 26.4810 4.6495 -21.8092
O 23.3162 2.7234 -19.2105
C 23.1660 2.9183 -17.9166
O 23.0206 2.1264 -17.0312
C 23.2836 4.4312 -17.6523
O 23.5915 5.0331 -18.7632
O 23.1139 4.9742 -16.5829
O 19.2128 5.0196 -11.5188
C 19.4491 6.1820 -11.3711
O 18.7265 7.0668 -10.7396
B 19.4005 8.3822 -10.7904
O 20.6171 8.1870 -11.6398
C 20.6882 6.9107 -11.9396
O 21.5386 6.3698 -12.5858
O 19.7585 8.8527 -9.4461
C 19.1706 10.0026 -9.2132
O 19.1208 10.5817 -8.1739
C 18.4422 10.4455 -10.5079
O 18.5664 9.4474 -11.3557
O 17.7923 11.4322 -10.6102
O 23.9665 6.7757 -14.3714
C 24.8677 7.5682 -14.4947
O 26.0044 7.5146 -13.8692
B 26.7422 8.8227 -14.0743
O 25.9352 9.5184 -15.0845
C 24.8129 8.8703 -15.3245
O 23.8939 9.2450 -15.9901
O 28.1071 8.5256 -14.5516
C 28.9808 9.0079 -13.6941
O 30.1736 8.9008 -13.7703
C 28.2014 9.7960 -12.5960
O 26.9178 9.5989 -12.8565
O 28.6775 10.3532 -11.6584
C 21.2498 10.5632 -14.2035
C 19.8616 10.0033 -14.4591
C 19.8046 9.0803 -15.7037
C 20.5794 7.8531 -15.5171
N 21.1698 6.8808 -15.3996
H 21.8893 9.7502 -13.8461
H 21.1836 11.2294 -13.3414
H 21.6948 11.0312 -15.0764
H 19.1729 10.8332 -14.6294
H 19.4709 9.4181 -13.6294
H 20.2081 9.5182 -16.6221
H 18.7598 8.8955 -15.9588
C 17.3615 5.7579 -14.3479
C 17.1254 4.3042 -14.7567
C 18.1435 3.3242 -14.1879
C 19.5143 3.7536 -14.3900
N 20.5965 4.0842 -14.5284
H 18.1685 6.2579 -14.8818
H 17.3672 5.9134 -13.2710
H 16.4831 6.3147 -14.6989
H 17.1592 4.2479 -15.8509
H 16.1052 3.9659 -14.5733
H 18.0751 2.3763 -14.7349
H 17.9215 3.1009 -13.1446
C 22.1130 -0.0281 -14.1689
C 23.5857 -0.0828 -14.5337
C 24.4571 0.9648 -13.7973
C 23.8390 2.2760 -13.9287
N 23.3765 3.3065 -14.0794
H 21.5440 -0.6918 -14.8170
H 21.6602 0.9594 -14.3125
H 21.9340 -0.1896 -13.1025
H 23.6951 0.0586 -15.6101
H 23.9843 -1.0835 -14.3603
H 25.4459 1.0206 -14.2481
H 24.4730 0.7856 -12.7199
C 26.8612 3.3261 -9.6800
C 26.9998 3.4322 -11.2072
C 26.6347 4.7804 -11.8397
C 25.1833 4.9882 -11.8444
N 24.0542 5.1931 -11.9005
H 25.8103 3.5092 -9.4347
H 27.3815 4.1855 -9.2472
H 27.1795 2.3931 -9.2303
H 26.3960 2.6153 -11.6147
H 28.0328 3.2046 -11.4802
H 26.9858 4.8948 -12.8629
H 27.0857 5.5618 -11.2248
```


No. 3
ORCA calculation (the ωB97M-V functional and the def2-TZVPD basis) on a structure of composition C23H48HgNO11S4 at a distorted geometry.

Summary:
- Kohn-Sham gap (eV) = 3.385
- energy relative to the best compared isomer or geometry (same formula, charge and spin) (kcal/mol) = 0.0
- charge = +1
- HOMO level (eV) = -10.008

The geometry in XYZ format:
```
88
C23H48HgNO11S4 (the ωB97M-V functional and the def2-TZVPD basis)
Hg 3.5949 0.3133 -0.9040
O -0.3389 -0.8626 -0.4584
C 0.9096 -0.4056 -0.3811
O 1.2348 0.7959 -0.4709
O 1.7994 -1.2289 -0.2787
H -0.2037 -1.8090 -0.3708
C -0.5426 5.0886 -0.4547
C -1.1438 4.1287 -1.4685
N -2.6040 3.8925 -1.2189
C -3.4082 5.0630 -1.5097
C -3.2741 5.5844 -2.9933
C -3.1374 2.7401 -1.9629
C -3.2901 1.5368 -1.0755
H -0.6645 4.7192 0.5635
H -0.9294 6.1045 -0.3749
H 0.5026 5.2621 -0.7111
H -0.9080 4.4667 -2.4776
H -0.6303 3.1943 -1.2422
H -4.4392 4.8946 -1.1987
H -3.0581 5.8615 -0.8556
H -2.2456 5.8976 -3.1732
H -3.5674 4.9196 -3.8057
H -3.9398 6.4474 -2.9798
H -2.3698 2.4225 -2.6686
H -4.0463 2.9654 -2.5208
H -4.1197 1.7187 -0.3924
H -2.4127 1.3026 -0.4727
H -3.5215 0.6312 -1.6363
C 2.8507 3.3271 3.4948
C 2.1243 4.4882 2.8624
C 2.1806 4.2496 1.3856
S 3.8878 3.5073 0.9674
O 4.6311 4.5510 0.2684
O 3.7011 2.2382 0.3479
C 4.2620 3.2376 2.7937
H 2.3299 2.3995 3.2576
H 2.9410 3.4413 4.5750
H 2.6074 5.4306 3.1204
H 1.0694 4.4927 3.1368
H 2.1535 5.1800 0.8183
H 1.4963 3.5271 0.9409
H 4.9154 3.9855 3.2430
H 4.8483 2.3215 2.8650
C 1.9546 -1.1040 4.5112
C 3.1033 -0.2310 4.9277
C 4.3095 -0.6609 4.1026
S 3.6420 -1.3794 2.4857
O 3.8496 -2.8339 2.4581
O 4.0931 -0.4702 1.3925
C 1.9189 -1.0700 2.9996
H 1.1010 -0.6537 5.0178
H 2.0456 -2.1138 4.9114
H 3.3979 -0.3614 5.9690
H 2.7299 0.7909 4.8611
H 5.0361 -1.3622 4.5129
H 4.9120 0.1991 3.8104
H 1.2222 -1.6486 2.3930
H 1.9225 -0.0858 2.5312
C -0.1890 -6.7752 0.6408
C 0.2912 -5.9282 1.8603
C 1.2715 -4.8432 1.2856
S 0.6548 -4.4039 -0.4339
O 1.7422 -4.1189 -1.3478
O -0.4940 -3.5573 -0.4328
C 0.0059 -6.0559 -0.7305
H -1.2560 -6.9519 0.7759
H 0.3128 -7.7390 0.7271
H 0.6454 -6.4507 2.7489
H -0.6387 -5.4730 2.2014
H 2.2966 -5.1978 1.1782
H 1.2469 -3.9311 1.8818
H 0.8625 -6.5187 -1.2206
H -0.7724 -6.0022 -1.4918
C -4.0698 -2.6047 -5.1503
C -3.0786 -1.7561 -4.3167
C -3.1113 -2.3542 -2.8262
S -2.9907 -4.1658 -3.1829
O -4.0351 -4.8269 -2.4145
O -1.6031 -4.5967 -3.2243
C -3.6310 -4.0642 -4.9488
H -4.0227 -2.3120 -6.1992
H -5.0560 -2.3476 -4.7637
H -3.3597 -0.7029 -4.3099
H -2.0634 -1.8174 -4.7088
H -4.0793 -2.1685 -2.3608
H -2.2794 -2.1247 -2.1603
H -4.3687 -4.8500 -5.1106
H -2.7138 -4.3987 -5.4337
```


Short version: lowest unoccupied orbital energy = 0.0 1.5 -6.6 eV, in the order given.